(1)
Density functional theory data (ωB97M-V with the def2-TZVPD basis set) for C57H141CuN8O18 as an isolated structure at a distorted geometry.

The geometry in XYZ format:
```
225
C57H141CuN8O18 | the Open Molecules 2025 dataset | ωB97M-V with the def2-TZVPD basis set
Cu -2.970 2.455 -0.893
O -5.764 6.649 -3.915
O 4.245 -4.561 -3.703
O 8.216 -3.432 2.989
O -3.436 1.791 4.958
O 6.010 -2.330 0.041
O 0.271 -6.928 -4.003
O 4.802 2.117 7.393
O -1.809 0.431 -0.611
O -7.537 -1.618 -0.053
O 2.348 4.975 4.547
O -5.348 2.676 0.177
O 2.422 -0.652 -6.153
O -5.081 -6.491 0.861
O -1.473 4.441 -4.541
O 4.306 2.598 -0.115
O -2.664 3.298 1.276
O -3.217 1.328 -3.202
O 2.276 -2.697 4.750
N 5.118 -0.277 5.472
N 1.943 -5.020 -5.349
N -7.093 -3.960 2.325
N -4.390 4.951 -1.622
N 7.892 -0.918 1.456
N -0.960 -0.646 -0.993
N 4.050 2.568 3.531
N -0.900 3.482 -1.084
C 2.926 -4.045 -5.842
C 3.499 -1.951 4.486
C -1.149 3.988 -5.824
C 1.110 -1.936 5.082
C -6.192 3.486 -0.559
C -6.007 5.279 -3.708
C -8.501 -0.843 -0.821
C 0.277 -0.479 -5.056
C 0.862 -4.596 -4.486
C -5.565 4.921 -0.692
C 4.299 2.958 8.516
C 5.203 3.084 -1.086
C -0.845 3.679 -3.435
C 5.995 0.077 6.592
C -0.770 -3.141 -1.286
C 0.527 -0.538 -0.600
C 2.866 2.508 4.428
C -5.712 1.294 -0.028
C -2.380 1.191 4.257
C 4.695 -2.994 -0.038
C -1.698 -1.959 -0.989
C 1.191 -1.814 -1.088
C 3.738 2.175 2.176
C 1.146 0.696 -1.378
C 0.768 -0.388 0.913
C 1.648 6.118 4.103
C -4.205 0.866 -4.089
C 8.092 -2.088 3.520
C -3.045 4.426 1.866
C 7.036 -4.253 3.002
C 5.462 0.954 7.760
C -0.718 4.465 -2.135
C -3.762 -6.677 0.337
C -1.233 3.177 1.240
C 3.733 -3.496 -4.633
C 1.259 0.231 -5.971
C 7.276 -0.297 0.244
C 5.200 -5.382 -4.321
C -8.006 -1.960 1.210
C -0.593 4.049 0.178
C -6.834 -4.810 1.103
C -5.326 -5.106 0.937
C -3.827 1.431 -5.482
C 5.875 -0.915 -0.081
C -2.781 -2.084 -2.112
C 0.885 -7.081 -2.718
C -6.912 -2.549 2.212
C 0.601 -3.129 -0.628
C -2.368 -2.270 0.361
C 3.943 -1.182 5.731
C -2.849 0.595 2.939
C 7.158 -1.184 2.644
C -0.243 -5.619 -4.425
C 1.904 3.698 4.199
C 4.582 2.831 1.209
C -6.275 7.304 -4.995
C -4.696 4.666 -3.015
H -8.788 -2.697 1.028
H -6.530 3.109 -1.524
H 5.649 2.695 1.384
H -8.925 0.072 -0.407
H 0.465 4.201 0.395
H 4.921 2.762 -2.089
H 7.936 -0.603 -0.567
H -2.232 -2.065 -3.053
H -4.150 -0.218 -4.195
H -4.793 -4.744 1.817
H 2.451 -5.747 -4.866
H -0.180 4.387 -6.124
H -3.639 -7.727 0.073
H 1.182 -1.468 6.064
H 8.168 -1.868 1.253
H 0.999 0.647 1.168
H 3.215 -0.155 -6.364
H -3.470 -1.239 -2.106
H -5.837 8.281 -5.199
H 0.972 1.604 -0.802
H -1.495 2.806 -3.369
H -0.464 2.573 -1.146
H 0.132 -7.201 -1.939
H 0.133 3.289 -3.718
H 1.683 6.970 4.782
H 3.130 -0.542 6.074
H -6.842 5.122 -3.025
H -2.955 5.400 1.386
H -3.525 2.477 -5.425
H -1.660 -2.657 1.093
H -1.085 5.009 0.332
H -0.997 3.460 2.265
H 1.718 -6.452 -2.405
H -4.887 3.593 -2.978
H 6.780 0.559 6.009
H -0.634 -3.416 -2.332
H -7.075 3.603 0.069
H 4.676 -4.081 0.026
H -6.649 1.016 0.455
H 0.926 -1.061 4.458
H 4.853 2.943 9.455
H -5.171 5.194 0.287
H -3.353 -5.978 -0.393
H -3.187 -0.421 3.147
H 3.369 -1.350 3.586
H -1.084 -5.274 -3.823
H 6.190 -1.654 2.471
H 0.608 -3.640 -4.945
H 2.533 -3.227 -6.445
H 3.373 2.618 8.979
H -7.343 7.507 -4.916
H 4.392 -1.870 6.447
H 4.100 3.952 8.117
H 3.227 -2.704 -4.080
H -0.795 2.219 0.961
H 0.622 0.438 -6.831
H -1.505 5.219 -2.160
H 0.404 -3.280 0.433
H 4.059 -2.821 0.830
H 6.182 2.663 -0.856
H -0.748 -5.654 -5.391
H -1.918 0.525 2.376
H -0.052 -0.783 1.513
H 0.593 0.824 -2.309
H -3.535 1.301 2.469
H 5.087 -0.547 0.576
H -6.310 5.658 -0.991
H 6.272 1.236 8.433
H -3.405 -2.979 -2.119
H -4.946 -4.514 0.104
H -9.389 -1.475 -0.855
H 6.047 -4.773 -4.638
H -1.765 2.051 3.993
H 2.237 -1.855 -0.783
H 2.320 1.566 4.399
H 2.681 2.325 1.956
H 5.298 4.161 -0.950
H -8.588 -1.092 1.517
H -2.444 4.624 2.753
H -1.193 -4.100 -0.988
H 5.624 -6.150 -3.674
H 1.268 -4.402 -3.493
H 4.405 3.513 3.501
H 0.561 6.033 4.088
H -7.199 -4.355 0.182
H -2.984 -6.542 1.088
H 6.420 -0.806 7.069
H 1.428 -8.024 -2.775
H 6.608 -4.159 4.000
H 6.846 -0.296 3.192
H 2.224 6.464 3.245
H -3.101 -3.071 0.269
H -8.159 -0.684 -1.843
H 4.300 3.882 1.269
H 4.931 0.500 4.855
H -7.195 -4.438 3.208
H 1.204 -1.781 -2.177
H 0.997 3.446 4.749
H -3.881 4.959 -3.676
H 1.623 -0.899 1.356
H -3.020 0.846 -5.921
H -4.815 1.408 -5.943
H 4.865 -5.870 -5.236
H 7.125 -5.319 2.793
H 4.262 -2.716 -0.999
H 1.683 1.164 -5.602
H -1.759 0.470 4.789
H -7.156 -1.984 3.111
H 0.188 -2.511 4.994
H 4.557 -2.863 -4.963
H 5.480 -0.634 -1.057
H -4.921 0.675 0.397
H -5.238 1.098 -3.830
H -1.914 4.438 -6.456
H -3.090 2.265 5.717
H -2.617 0.609 -2.990
H -6.104 4.725 -4.641
H -1.230 2.904 -5.899
H -3.010 -1.492 0.775
H -4.067 4.285 2.218
H 7.623 -2.215 4.496
H 4.256 -2.691 4.226
H 0.789 -0.688 -4.117
H 0.250 4.962 -2.203
H 0.068 -1.444 -5.518
H -4.032 5.884 -1.476
H 4.788 0.393 8.408
H 3.734 -4.465 -6.441
H 6.251 -3.875 2.346
H -7.432 -5.721 1.138
H -5.911 -2.273 1.881
H 1.213 -3.931 -1.041
H 2.224 0.584 -1.494
H 1.704 3.734 3.128
H 3.883 1.102 2.054
H -5.833 1.009 -1.073
H 7.215 0.776 0.424
H -6.116 6.714 -5.897
H 9.050 -1.626 3.760
H -0.622 0.094 -4.828
H 3.198 2.655 5.456
```

Values from the calculation:
Net charge ... 0
Electronic energy ... -5688.4787 Eh
Kohn-Sham gap ... 5.87 eV

=====

(2)
Density functional theory data (ωB97M-V with the def2-TZVPD basis set) for C57H150F6N4O28Y2 as an isolated structure at a distorted geometry.

The geometry in XYZ format:
```
247
C57H150F6N4O28Y2 | the Open Molecules 2025 dataset | ωB97M-V with the def2-TZVPD basis set
Y -4.900 1.090 3.752
Y -2.002 -1.373 4.140
F 2.148 -1.233 6.531
F -3.085 -4.004 9.203
F 2.296 0.820 6.288
F 2.141 -0.142 8.321
F -1.859 -4.432 7.495
F -1.610 -2.625 8.547
O 1.143 6.289 0.945
O -0.335 -3.115 4.705
O -2.920 0.798 4.726
O -2.426 1.731 -0.792
O -1.347 2.950 5.974
O -0.518 -0.734 2.373
O -0.502 1.138 7.403
O -6.932 0.336 2.619
O 6.686 -0.833 0.445
O 1.615 3.402 5.671
O -0.402 -0.225 5.647
O -3.693 3.338 3.495
O -8.593 -3.315 -2.719
O -4.262 -1.552 8.048
O -3.325 -2.208 6.002
O -1.564 -5.207 1.029
O -0.840 4.608 -0.865
O -0.918 2.205 -2.935
O -2.385 -3.214 2.729
O 2.038 4.123 2.549
O 1.954 -4.769 -7.365
O -3.977 -0.919 2.974
O -1.198 4.649 2.917
O 1.773 -2.062 3.617
O -3.685 1.328 1.617
O 0.894 1.834 3.441
O 5.708 -2.763 2.025
O 3.728 7.672 -2.397
N 3.570 7.017 -3.666
N 6.619 0.103 1.514
N -7.518 -2.441 -2.520
N 0.640 -4.580 -7.095
C 9.100 0.519 1.311
C -6.321 -4.206 -1.434
C 0.625 -6.430 -5.496
C 7.805 1.555 3.210
C -5.173 -0.862 -3.063
C 5.706 7.903 -4.593
C 0.662 -2.026 -7.385
C 0.935 -4.175 -4.573
C 4.182 -3.211 0.298
C 7.898 0.329 2.313
C -7.790 -1.102 -4.585
C 0.476 0.290 0.188
C -0.563 -4.883 0.051
C -1.341 1.028 -5.032
C 4.976 -3.791 1.488
C -1.249 -4.782 -5.554
C -7.026 -1.368 0.770
C -5.984 -0.365 8.924
C 2.581 5.031 -2.731
C 3.706 7.144 -6.160
C 0.291 -3.638 -9.324
C 3.447 5.020 -5.119
C 1.686 -0.087 7.075
C -5.509 -1.768 8.661
C 0.939 1.683 -3.937
C -1.412 -3.393 -7.520
C 4.188 5.670 -6.289
C -0.414 -0.735 0.916
C -6.540 -0.203 -2.784
C -0.542 -5.994 -0.967
C -6.217 -3.212 -2.627
C 0.251 -4.941 -5.709
C -7.736 -1.060 -3.076
C -9.015 -0.398 -2.397
C 4.030 -4.471 2.429
C 3.690 5.548 -3.648
C 5.168 5.212 -3.153
C 0.800 -4.635 0.669
C -0.498 1.148 -3.720
C -7.650 -0.253 1.535
C 4.136 7.814 -4.750
C -5.004 -2.342 -2.455
C 8.205 -0.924 3.231
C 3.504 9.292 -4.711
C 0.060 -3.431 -7.817
C -1.803 -3.470 -6.061
C 6.173 2.465 0.639
C 5.693 1.261 1.437
C -0.579 1.265 8.788
C 4.345 0.712 0.871
C -0.608 2.801 9.162
C 5.305 1.780 2.857
C -5.959 -4.062 -3.881
C -3.603 -2.647 7.299
C 0.112 -0.092 6.970
C 6.413 1.650 3.891
C -2.497 -3.419 8.101
H -2.388 1.140 -4.751
H -1.879 1.626 -1.571
H -6.985 -2.295 1.342
H 2.106 2.699 6.095
H -9.300 0.611 -2.694
H 0.442 1.154 3.942
H 5.215 4.226 -2.689
H -3.188 -3.365 2.230
H 5.275 5.611 -6.233
H 1.905 3.259 2.939
H -1.501 0.761 9.079
H 0.924 2.744 -4.190
H 1.542 -4.553 -0.126
H -3.031 0.751 1.223
H 1.657 -2.106 -7.824
H 7.950 2.575 2.853
H -7.098 -1.808 -5.044
H -4.313 -1.790 2.687
H -0.551 3.923 -0.262
H -6.275 0.107 7.986
H 6.202 2.398 -0.448
H -4.836 -0.835 -4.099
H -0.162 -2.871 -9.953
H 9.022 1.088 0.384
H -6.772 -0.323 9.676
H 4.323 1.435 3.178
H -6.703 -4.837 -4.064
H 3.723 9.840 -3.794
H 8.546 1.301 3.968
H -0.365 -6.977 -0.530
H -8.707 -0.476 1.682
H 0.818 -1.942 -6.309
H 7.462 -1.017 4.023
H 3.502 -3.982 -0.064
H 0.118 1.296 0.410
H -0.375 -0.834 7.603
H 3.719 3.972 -5.243
H 1.466 0.272 0.643
H -0.242 -1.780 0.660
H -2.791 2.613 -0.874
H 10.018 0.857 1.792
H 6.048 8.906 -4.847
H 5.927 5.255 -3.933
H 2.396 5.002 -5.407
H -7.650 -1.530 -0.109
H -1.164 3.210 8.319
H -4.722 -2.120 -1.426
H 6.212 2.412 4.643
H 5.302 -2.442 2.834
H 2.710 4.531 3.095
H 0.620 1.687 2.536
H -7.960 0.485 0.794
H -6.290 -2.217 8.047
H 6.356 -1.592 0.932
H -1.747 4.782 -0.613
H -6.698 0.749 -3.292
H -1.461 -6.075 -1.548
H 0.344 -5.672 -1.512
H 0.479 -6.830 -4.492
H 5.538 5.921 -2.413
H -7.381 -0.244 -5.119
H -2.872 -3.527 -5.855
H -4.180 -2.823 -2.982
H 1.055 -5.543 1.216
H -2.539 0.799 5.626
H 2.863 8.075 -2.299
H -0.197 -4.539 -9.696
H -6.623 0.089 -1.738
H -1.349 0.166 -5.698
H 1.266 -1.515 3.017
H 0.641 -3.135 -4.429
H -1.959 -4.109 -8.134
H 1.635 5.435 -3.092
H 1.328 -3.637 -9.661
H -0.280 -4.032 4.976
H 0.632 -4.588 -3.612
H -4.132 4.180 3.610
H -8.764 -1.148 -5.073
H 4.001 -0.136 1.463
H 3.916 9.877 -5.533
H 2.046 -5.671 -7.679
H -0.248 4.743 2.844
H 0.202 0.874 9.440
H -5.026 -4.624 -3.927
H 0.538 -2.912 4.369
H -6.036 -1.095 0.404
H -4.399 -0.250 -2.601
H -4.291 -3.487 7.206
H -0.102 2.658 -2.708
H -2.131 -5.856 0.606
H 0.799 -3.847 1.422
H 2.539 3.945 -2.646
H 2.619 7.226 -6.181
H 0.424 5.994 0.385
H 5.166 2.855 2.738
H -3.536 2.178 1.202
H 1.028 2.951 5.063
H 7.179 2.807 0.884
H -2.780 3.565 3.317
H -1.520 -4.906 -4.506
H 4.426 -4.485 3.444
H -9.936 -0.980 -2.360
H 1.202 5.623 1.630
H 0.012 -7.017 -6.180
H -1.500 5.502 3.229
H -5.079 0.109 9.305
H 2.100 -1.453 4.279
H -0.886 -3.985 -0.475
H -6.579 -3.754 -0.476
H -5.354 -4.705 -1.368
H -1.716 -2.402 -7.858
H 6.054 7.649 -3.591
H 3.905 5.307 -7.277
H 2.709 5.443 -1.730
H 1.501 1.411 -3.044
H 5.516 3.328 0.755
H 4.435 0.458 -0.185
H 3.585 -5.422 2.136
H -5.999 -3.511 -4.820
H -1.047 1.855 -5.680
H -1.466 -0.538 0.709
H 0.087 -1.243 -7.878
H 3.211 -3.759 2.532
H -7.103 -4.927 -1.674
H -1.109 2.977 10.114
H -8.719 -0.108 -1.389
H 9.185 -0.784 3.688
H -9.116 -3.348 -1.915
H -0.577 0.201 -3.185
H 3.636 -2.320 0.606
H 4.057 7.703 -7.028
H 4.884 -3.063 -0.523
H 2.417 9.215 -4.720
H -1.450 2.343 5.242
H 0.582 0.266 -0.897
H -1.832 -5.607 -5.965
H 5.713 -4.474 1.065
H 3.374 1.189 1.005
H -1.721 -3.737 2.280
H 9.302 -0.448 0.852
H -0.741 2.508 6.569
H 1.698 -6.596 -5.593
H -1.366 -2.644 -5.500
H 1.546 1.272 -4.744
H 6.341 0.656 4.333
H 6.131 7.117 -5.217
H 8.185 -1.785 2.563
H 0.361 3.296 9.220
H 2.021 -4.193 -4.668
H -5.343 -2.289 9.604
```

Values from the calculation:
Net charge ... 0
Electronic energy ... -5263.2732 Eh
Kohn-Sham gap ... 6.21 eV